Record 1
The following is a DFT calculation (wB97M-V/def2-TZVPD) of one molecule with the formula C4H8N2OS.

For the molar mass, the calculation gives 132.2 g/mol. Its SMILES is CCS/N=C(/N)C=O. The calculation puts the calculated total energy at -740.119306 Ha. The HOMO energy comes out at -8.103 eV. As for the energy relative to the best compared isomer or geometry (same formula, charge and spin): 112.1 kJ/mol.

Structure (ORCA input):
```
! wB97M-V def2-TZVPD RIJCOSX def2/J DEFGRID3
* xyz 0 1
C -1.861 2.005 -1.684
C -1.516 0.852 -0.745
S 0.236 0.405 -0.838
N 0.108 -0.696 0.440
C 1.129 -1.268 0.904
N 0.950 -2.250 1.848
C 2.588 -0.946 0.606
O 3.459 -1.295 1.386
H -1.609 2.968 -1.243
H -1.336 1.952 -2.585
H -2.933 2.090 -1.949
H -2.042 -0.100 -0.945
H -1.778 1.156 0.277
H 1.767 -2.499 2.410
H 0.086 -2.114 2.385
H 2.751 -0.260 -0.268
*
```

Record 2
The following is a DFT calculation (wB97M-V/def2-TZVPD) of C47H44AsCrGeN3O11S as an isolated structure.

For the molar mass, the calculation gives 1058.5 g/mol. The calculation puts the calculated total energy at -8564.908069 Ha. As for the expectation value of S²: 3.7688. The HOMO energy (alpha / beta) comes out at -5.882 / -6.057 eV. As for the energy relative to the best compared isomer or geometry (same formula, charge and spin): 73.0 kJ/mol.

Structure (ORCA input):
```
! wB97M-V def2-TZVPD RIJCOSX def2/J DEFGRID3
* xyz -1 4
Cr 0.688 -0.739 -1.083
O -2.933 -8.443 0.602
C -3.882 -7.648 0.048
O -4.983 -8.088 -0.139
C -3.466 -6.258 -0.305
C -2.370 -5.621 0.274
C -2.043 -4.321 -0.061
C -2.798 -3.654 -1.019
C -3.899 -4.279 -1.601
C -4.238 -5.569 -1.232
N -2.426 -2.335 -1.346
C -2.159 -2.082 -2.545
C -1.767 -0.725 -3.033
C -2.410 -0.274 -4.175
C -2.128 0.990 -4.669
C -1.193 1.754 -4.001
C -0.567 1.217 -2.884
N -0.832 -0.011 -2.415
H -2.082 -7.985 0.599
H -1.757 -6.115 1.021
H -1.196 -3.813 0.392
H -4.495 -3.738 -2.326
H -5.093 -6.067 -1.668
H -2.234 -2.843 -3.333
H -3.135 -0.918 -4.655
H -2.626 1.361 -5.556
H -0.911 2.743 -4.337
H 0.211 1.762 -2.367
O 3.068 -3.396 -2.029
As 1.493 -3.822 -1.301
O 1.119 -5.274 -1.971
O 0.432 -2.567 -1.744
C 1.928 -4.032 0.560
C 3.137 -4.631 0.873
C 3.539 -4.745 2.198
C 2.716 -4.259 3.204
C 1.493 -3.678 2.900
C 1.094 -3.561 1.575
S -0.674 -1.450 1.691
O -0.121 -3.054 1.226
O 0.426 -0.884 2.460
O -0.774 -0.888 0.295
H 3.206 -4.127 -2.645
H 3.769 -4.999 0.075
H 4.493 -5.197 2.440
H 3.028 -4.331 4.240
H 0.844 -3.305 3.680
C 3.140 -0.885 0.711
O 2.119 -1.369 -0.096
H 3.992 -1.574 0.668
H 2.822 -0.792 1.756
H 3.512 0.105 0.403
O 2.198 2.603 -1.403
C 1.752 2.083 -0.378
O 0.899 1.122 -0.345
C 2.199 2.594 0.985
C 1.232 2.241 2.115
Ge -0.369 3.317 2.253
C -1.012 3.206 4.095
C -0.652 2.146 4.927
C -1.119 2.076 6.236
C -1.953 3.069 6.729
C -2.322 4.132 5.912
C -1.853 4.197 4.606
C -1.876 2.820 1.122
C -2.930 2.081 1.662
C -4.048 1.767 0.900
C -4.140 2.208 -0.413
C -3.098 2.941 -0.967
C -1.970 3.231 -0.210
C 0.043 5.208 1.954
C -0.772 6.072 1.224
C -0.415 7.402 1.027
C 0.769 7.891 1.559
C 1.585 7.051 2.306
C 1.222 5.725 2.501
H 2.413 3.657 0.878
H 3.152 2.094 1.190
H 1.725 2.305 3.089
H 0.930 1.201 1.979
H -0.004 1.360 4.552
H -0.831 1.244 6.868
H -2.316 3.017 7.749
H -2.972 4.909 6.294
H -2.142 5.035 3.979
H -2.878 1.745 2.692
H -4.850 1.180 1.333
H -5.018 1.978 -1.004
H -3.167 3.287 -1.992
H -1.150 3.778 -0.665
H -1.706 5.710 0.809
H -1.063 8.056 0.454
H 1.058 8.922 1.391
H 2.507 7.427 2.733
H 1.866 5.083 3.093
C 4.675 -0.134 -6.076
C 3.740 -0.270 -4.907
C 2.462 -0.804 -5.063
C 1.639 -0.923 -3.965
N 2.000 -0.533 -2.739
C 3.230 -0.055 -2.576
C 4.119 0.092 -3.627
H 4.135 0.148 -6.980
H 5.175 -1.084 -6.273
H 5.443 0.614 -5.881
H 2.110 -1.138 -6.031
H 0.664 -1.385 -4.052
H 3.511 0.218 -1.573
H 5.103 0.496 -3.429
*
```

Record 3
The following is a DFT calculation (wB97M-V/def2-TZVPD) of an isolated ion of composition C7H11N2 and charge +1.

For the molar mass, the calculation gives 123.2 g/mol. The calculation puts the calculated total energy at -382.436476 Ha. The HOMO energy comes out at -13.933 eV. As for the energy relative to the best compared isomer or geometry (same formula, charge and spin): 491.3 kJ/mol.

Structure (ORCA input):
```
! wB97M-V def2-TZVPD RIJCOSX def2/J DEFGRID3
* xyz 1 1
C 0.947 -1.909 2.058
C 0.160 -1.748 0.894
C 1.473 -0.602 2.264
C 0.260 0.142 -0.833
C -0.845 0.960 -0.248
C 0.056 -0.863 -1.986
C -0.532 2.124 0.528
N 1.079 0.217 1.351
N 0.492 -0.486 0.406
H 0.933 -2.615 2.816
H -0.367 -2.540 0.516
H 2.077 -0.259 3.048
H 1.069 0.718 -1.108
H -1.910 0.619 -0.501
H -0.950 -1.138 -2.008
H 0.544 -1.805 -1.655
H 0.438 -0.648 -2.936
H 0.447 1.805 1.176
H -1.384 2.540 1.099
H -0.108 2.811 -0.125
*
```

Record 4
The following is a DFT calculation (wB97M-V/def2-TZVPD) of a 8-piece molecular cluster, C5H27NO7 overall.

For the molar mass, the calculation gives 213.3 g/mol. Its SMILES is CCN(C)CC.O.O.O.O.O.O.O. The calculation puts the calculated total energy at -788.057762 Ha. The HOMO energy comes out at -9.056 eV. As for the energy relative to the best compared isomer or geometry (same formula, charge and spin): 271.0 kJ/mol.

Structure (ORCA input):
```
! wB97M-V def2-TZVPD RIJCOSX def2/J DEFGRID3
* xyz 0 1
C -0.025 1.301 2.999
C 1.389 0.862 3.408
N 2.115 0.526 2.139
C 3.508 0.996 2.189
C 2.036 -0.908 1.930
C 1.992 -1.204 0.443
H -0.171 1.390 1.928
H -0.789 0.659 3.445
H -0.326 2.254 3.407
H 1.878 1.631 3.996
H 1.421 0.062 4.112
H 4.100 0.455 1.439
H 3.952 0.756 3.145
H 3.552 2.017 1.820
H 1.066 -1.321 2.231
H 2.793 -1.531 2.437
H 1.003 -1.178 0.038
H 2.755 -0.684 -0.161
H 2.451 -2.144 0.085
O -1.043 3.466 -0.703
H -1.474 3.796 -1.498
H -0.895 4.232 -0.141
O -0.600 -2.636 -2.464
H -0.090 -1.820 -2.264
H -0.195 -3.297 -1.895
O -0.321 2.063 -3.878
H -0.937 1.398 -4.024
H 0.465 1.866 -3.397
O -3.320 -1.596 -2.019
H -3.247 -0.735 -1.558
H -2.445 -1.757 -2.398
O -2.768 0.410 -0.351
H -2.828 0.418 0.608
H -1.833 0.338 -0.543
O 0.406 -0.209 -1.998
H 0.673 0.514 -2.562
H 0.756 -0.168 -1.102
O -1.760 -2.969 0.168
H -2.242 -2.911 0.992
H -2.331 -2.764 -0.589
*
```

Record 5
The following is a DFT calculation (wB97M-V/def2-TZVPD) of one molecule with the formula C4H12N2O.

For the molar mass, the calculation gives 104.2 g/mol. Its SMILES is C[C@@H](CO)NCN. The calculation puts the calculated total energy at -344.331518 Ha. The HOMO energy comes out at -8.571 eV. As for the energy relative to the best compared isomer or geometry (same formula, charge and spin): 140.5 kJ/mol.

Structure (ORCA input):
```
! wB97M-V def2-TZVPD RIJCOSX def2/J DEFGRID3
* xyz 0 1
C 0.897 -1.585 0.657
C -0.095 -0.490 0.344
C -0.532 0.232 1.623
O -0.986 -0.686 2.577
N 0.387 0.535 -0.565
C 0.181 0.351 -1.966
N 0.161 1.600 -2.720
H 1.749 -1.174 1.173
H 0.413 -2.292 1.319
H 1.196 -2.113 -0.246
H -1.036 -0.832 -0.093
H -1.227 1.018 1.300
H 0.342 0.773 2.005
H -1.723 -0.343 3.085
H 1.261 0.933 -0.266
H 0.983 -0.243 -2.412
H -0.798 -0.087 -2.145
H -0.510 2.206 -2.255
H 1.039 2.101 -2.694
*
```

Record 6
The following is a DFT calculation (wB97M-V/def2-TZVPD) of C20H23B2BrF4N5O4Sc as an isolated structure.

For the molar mass, the calculation gives 619.9 g/mol. The calculation puts the calculated total energy at -5134.313566 Ha. The HOMO energy comes out at -15.098 eV. As for the energy relative to the best compared isomer or geometry (same formula, charge and spin): 119.8 kJ/mol.

Structure (ORCA input):
```
! wB97M-V def2-TZVPD RIJCOSX def2/J DEFGRID3
* xyz 2 1
Sc -0.244 2.606 -0.049
C 4.063 1.858 -2.217
C 3.002 1.699 -1.186
N 1.741 1.691 -1.407
O 1.499 1.820 -2.759
B 0.206 1.976 -3.222
F -0.025 3.658 -1.559
F 0.085 2.482 -4.419
O -0.953 1.373 -2.740
N -1.085 0.998 -1.418
C -1.837 -0.023 -1.293
C -2.441 -0.725 -2.464
C -1.375 -0.174 1.348
N -0.431 0.678 1.276
O 0.181 0.833 2.487
B 1.346 1.718 2.578
F 1.162 2.738 1.478
F 1.412 2.307 3.768
O 2.650 1.023 2.324
N 2.873 0.766 1.012
C 3.274 1.750 0.273
C 3.874 2.991 0.820
C -1.735 -0.838 2.635
H 3.967 1.072 -2.967
H 5.056 1.823 -1.776
H 3.928 2.808 -2.739
H -1.700 -1.393 -2.909
H -2.734 -0.004 -3.223
H -3.302 -1.323 -2.176
H 3.989 2.948 1.898
H 3.285 3.866 0.540
H 4.853 3.109 0.346
H -2.671 -1.387 2.573
H -1.805 -0.080 3.416
H -0.949 -1.532 2.938
C -5.742 -2.920 0.654
C -4.598 -2.023 0.473
C -4.708 -0.633 0.530
C -3.578 0.112 0.360
C -2.247 -0.512 0.116
Br -2.366 3.377 0.970
N -2.208 -1.960 0.046
C -3.280 -2.622 0.222
H -6.685 -2.397 0.777
H -5.553 -3.555 1.532
H -5.799 -3.621 -0.187
H -5.667 -0.163 0.710
H -3.591 1.201 0.407
H -3.221 -3.707 0.178
C 2.650 -3.257 -0.168
C 1.866 -2.799 0.882
C 1.923 -1.473 1.278
C 2.772 -0.613 0.599
C 3.612 -1.070 -0.409
C 3.532 -2.394 -0.805
H 2.607 -4.297 -0.463
H 1.221 -3.486 1.414
H 1.357 -1.119 2.125
H 4.361 -0.425 -0.847
H 4.187 -2.760 -1.583
*
```